DFT (the ωB97M-V functional and the def2-TZVPD basis) results for a structure of composition C4H8O.

Geometry as XYZ:
```
13
C4H8O (the ωB97M-V functional and the def2-TZVPD basis)
H 0.47 0.03 1.23
C 0.43 -0.56 0.43
H -1.66 0.24 1.89
C -1.94 -0.02 0.81
H 0.14 -0.08 -1.74
H -1.88 0.91 0.25
C 1.70 1.23 -0.89
C 1.06 0.18 -0.77
H 1.04 -1.54 0.80
H 2.27 1.55 -0.10
H -2.84 -0.68 0.53
O -0.84 -0.91 0.19
H 1.70 1.84 -1.89
```

Properties
LUMO (eV): 1.027
Frontier orbital gap (hartree): 0.3964
Energy above the lowest of the compared OMol25 structures with the same formula, charge and spin (kJ/mol): 397.15
HOMO (hartree): -0.3587

=====

DFT (the ωB97M-V functional and the def2-TZVPD basis) results for an isolated molecule of C4H8O.

Geometry as XYZ:
```
13
C4H8O (the ωB97M-V functional and the def2-TZVPD basis)
C 0.04 -0.13 -0.14
H 1.52 0.66 -1.43
O 0.21 -1.28 -0.97
H 1.65 1.36 0.20
H -2.04 -0.54 0.40
H -1.20 0.72 1.31
H 1.50 -1.59 0.76
H 0.32 1.85 -0.88
C 0.95 1.01 -0.56
C -1.34 0.30 0.31
H -0.29 -2.00 0.91
C 0.48 -1.42 0.41
H -1.81 1.07 -0.31
```

Properties
LUMO (eV): 1.019
Frontier orbital gap (hartree): 0.4069
Structure (SMILES): CC1(C)CO1
Energy above the lowest of the compared OMol25 structures with the same formula, charge and spin (kJ/mol): 122.05
HOMO (hartree): -0.3695

=====

DFT (the ωB97M-V functional and the def2-TZVPD basis) results for an isolated molecule of C4H8O.

Geometry as XYZ:
```
13
C4H8O (the ωB97M-V functional and the def2-TZVPD basis)
H -0.42 1.92 -0.31
C 1.51 0.91 0.00
H 1.74 1.15 1.04
H -1.14 -2.29 -0.16
C -0.88 -1.44 0.48
H 2.00 1.67 -0.62
C 0.03 0.93 -0.34
H 1.96 -0.05 -0.26
H 0.11 -1.61 0.92
C -0.98 -0.13 -0.26
H -2.02 0.22 -0.32
O -0.30 0.13 -1.47
H -1.61 -1.41 1.30
```

Properties
LUMO (eV): 1.144
Frontier orbital gap (hartree): 0.4070
Structure (SMILES): C[C@@H]1O[C@@H]1C
Energy above the lowest of the compared OMol25 structures with the same formula, charge and spin (kJ/mol): 117.18
HOMO (hartree): -0.3650

=====

DFT (the ωB97M-V functional and the def2-TZVPD basis) results for an isolated molecule of C4H8O.

Geometry as XYZ:
```
13
C4H8O (the ωB97M-V functional and the def2-TZVPD basis)
C -1.29 -0.50 -0.87
H -0.67 0.12 -1.64
C 0.39 0.35 0.92
H 2.29 1.04 0.16
H 0.63 0.27 2.01
C 1.66 0.12 0.06
H -1.06 -1.63 -1.09
O -0.46 1.39 0.53
H 1.37 0.01 -0.97
H 2.26 -0.78 0.27
C -1.03 0.06 0.55
H -1.73 -0.21 1.29
H -2.35 -0.26 -1.22
```

Properties
LUMO (eV): 1.145
Frontier orbital gap (hartree): 0.4143
Structure (SMILES): C[C@@H]1O[C@@H]1C
Energy above the lowest of the compared OMol25 structures with the same formula, charge and spin (kJ/mol): 156.97
HOMO (hartree): -0.3722

=====

DFT (the ωB97M-V functional and the def2-TZVPD basis) results for a structure of composition C4H8O.

Geometry as XYZ:
```
13
C4H8O (the ωB97M-V functional and the def2-TZVPD basis)
H -1.23 0.47 1.21
C -1.35 0.57 0.13
H 0.28 1.17 -1.46
H -0.46 -1.66 0.23
H 0.71 -1.63 0.61
H 2.24 0.42 -0.34
H -1.34 -1.20 -1.47
H -2.22 1.14 -0.19
O 1.55 -0.79 1.14
H 1.31 1.25 1.02
C -0.90 -0.61 -0.67
C -0.04 0.54 -0.63
C 1.45 0.34 0.42
```

Properties
LUMO (eV): 0.659
Frontier orbital gap (hartree): 0.3820
Energy above the lowest of the compared OMol25 structures with the same formula, charge and spin (kJ/mol): 451.85
HOMO (hartree): -0.3577

=====

DFT (the ωB97M-V functional and the def2-TZVPD basis) results for an isolated molecule of C4H8O.

Geometry as XYZ:
```
13
C4H8O (the ωB97M-V functional and the def2-TZVPD basis)
C -0.01 0.52 -0.32
O 0.47 1.41 0.75
H -1.71 1.29 -1.28
H -0.64 0.60 -2.47
H 0.41 1.01 1.65
H 1.26 -0.64 1.81
C -0.18 -0.75 0.12
H -1.03 -1.35 -0.24
H 0.19 -2.23 1.67
C -0.66 1.17 -1.58
C 0.72 -1.36 1.17
H -0.34 2.11 -1.76
H 1.53 -1.78 0.49
```

Properties
LUMO (eV): 0.871
Frontier orbital gap (hartree): 0.3312
Structure (SMILES): C/C=C(/C)O
Energy above the lowest of the compared OMol25 structures with the same formula, charge and spin (kJ/mol): 192.33
HOMO (hartree): -0.2991

=====

DFT (the ωB97M-V functional and the def2-TZVPD basis) results for a structure of composition C4H8O.

Geometry as XYZ:
```
13
C4H8O (the ωB97M-V functional and the def2-TZVPD basis)
H -1.37 0.73 1.06
O -1.96 -0.93 -0.02
H 0.70 0.17 1.68
H -0.27 -0.04 -1.77
H 1.95 -0.50 -0.94
C -0.04 0.58 -0.92
C -1.10 0.14 0.20
H -2.04 -1.38 0.83
H 2.01 1.06 -0.12
H 0.42 -1.37 0.76
H -0.15 1.63 -1.10
C 1.36 0.22 -0.38
C 0.50 -0.31 0.74
```

Properties
LUMO (eV): 1.022
Frontier orbital gap (hartree): 0.3361
Energy above the lowest of the compared OMol25 structures with the same formula, charge and spin (kJ/mol): 277.20
HOMO (hartree): -0.2986

=====

DFT (the ωB97M-V functional and the def2-TZVPD basis) results for a cluster of 2 separate species, C4H8O in total.

Geometry as XYZ:
```
13
C4H8O (the ωB97M-V functional and the def2-TZVPD basis)
H -4.48 0.56 -3.45
O -4.14 0.02 -4.17
H 0.40 0.42 2.37
H 1.90 2.12 1.35
C 1.24 0.30 0.38
H 2.18 2.06 -0.45
H 1.41 -2.36 1.41
C 0.79 -0.25 1.60
H -3.48 -0.56 -3.78
C 0.89 -1.58 1.96
C 1.83 1.53 0.44
H 1.04 -0.29 -0.50
H 0.42 -1.96 2.85
```

Properties
LUMO (alpha / beta) (eV): -5.765 / -8.775
Frontier orbital gap (alpha / beta) (hartree): 0.2848 / 0.1742
Spin multiplicity: 2
Total charge: +1
Energy above the lowest of the compared OMol25 structures with the same formula, charge and spin (kJ/mol): 144.41
HOMO (alpha / beta) (hartree): -0.4967 / -0.4967

=====

DFT (the ωB97M-V functional and the def2-TZVPD basis) results for a structure of composition C4H8O10SrV3.

Geometry as XYZ:
```
26
C4H8O10SrV3 (the ωB97M-V functional and the def2-TZVPD basis)
O -23.99 -14.92 -16.53
V -21.44 -13.12 -11.11
C -25.02 -14.92 -17.50
C -24.74 -14.11 -18.82
Sr -21.71 -9.17 -12.94
H -26.39 -16.29 -18.45
O -23.72 -12.67 -14.71
H -25.81 -14.27 -17.13
H -25.57 -16.98 -17.02
H -23.99 -14.04 -16.14
V -23.68 -10.63 -15.94
H -24.62 -13.05 -18.60
O -20.03 -13.24 -11.88
O -22.57 -13.14 -13.05
O -22.19 -11.35 -14.15
O -22.07 -14.54 -10.73
H -25.67 -14.21 -19.38
V -24.64 -14.33 -13.16
O -22.35 -10.57 -16.84
O -24.92 -10.99 -16.97
C -25.45 -16.36 -17.90
O -25.67 -14.97 -14.30
O -23.78 -15.65 -12.68
H -24.74 -16.94 -18.48
C -22.74 -12.39 -14.02
H -23.85 -14.54 -19.29
```

Properties
LUMO (alpha / beta) (eV): -16.463 / -16.463
Frontier orbital gap (alpha / beta) (hartree): 0.2319 / 0.2422
Spin multiplicity: 2
Total charge: +4
HOMO (alpha / beta) (hartree): -0.8369 / -0.8472

=====

Summary of DFT total energy in eV
-6321.0517; -6323.9029; -6323.9534; -6323.5410; -6320.4848; -6323.1745; -6322.2949; -6314.5114; -102599.0744
(order as listed above)